(1)
{
  "formula": "C18H30O5PdSSiTe",
  "method": "ωB97M-V/def2-TZVPD",
  "symbols": ["Pd", "O", "S", "C", "C", "C", "C", "H", "H", "H", "H", "H", "H", "H", "H", "O", "C", "O", "C", "C", "C", "C", "O", "C", "O", "C", "C", "H", "H", "H", "H", "H", "C", "Si", "C", "C", "C", "H", "H", "H", "H", "H", "H", "H", "H", "H", "H", "H", "C", "Te", "C", "H", "H", "H", "H", "H", "H"],
  "coordinates": [[9.426, 11.270, 9.530], [9.038, 8.783, 9.238], [8.646, 8.253, 7.850], [7.139, 7.262, 8.329], [6.115, 8.364, 8.776], [6.083, 9.356, 7.554], [7.516, 9.456, 6.973], [7.513, 6.631, 9.185], [6.806, 6.745, 7.376], [6.340, 8.743, 9.786], [5.142, 7.874, 8.769], [5.870, 10.318, 7.979], [5.275, 9.193, 6.878], [7.912, 10.478, 7.032], [7.631, 9.223, 5.948], [8.575, 12.439, 7.360], [8.436, 13.454, 8.058], [8.589, 13.371, 9.339], [7.950, 14.742, 7.478], [7.576, 14.876, 6.176], [7.052, 16.043, 5.591], [6.801, 17.029, 6.489], [6.526, 18.330, 6.154], [6.163, 18.911, 7.455], [6.882, 18.197, 8.394], [7.159, 16.951, 7.851], [7.689, 15.795, 8.398], [7.828, 14.124, 5.434], [6.855, 16.045, 4.519], [5.092, 18.695, 7.603], [6.507, 19.898, 7.380], [8.146, 15.656, 9.348], [14.281, 12.395, 8.600], [12.454, 12.515, 8.634], [11.897, 12.913, 6.870], [12.070, 14.056, 9.664], [11.639, 11.019, 9.350], [14.667, 13.259, 7.991], [14.634, 11.526, 8.114], [14.710, 12.389, 9.589], [12.248, 13.886, 6.550], [10.811, 12.781, 6.802], [12.376, 12.090, 6.243], [12.203, 14.981, 9.103], [12.698, 14.201, 10.578], [10.968, 13.983, 9.950], [12.034, 10.965, 10.397], [11.782, 10.114, 8.791], [10.615, 9.841, 12.374], [8.769, 10.784, 12.061], [9.303, 12.852, 12.542], [10.927, 9.484, 11.360], [10.393, 9.072, 13.070], [11.215, 10.647, 12.802], [9.268, 13.054, 13.644], [8.643, 13.525, 11.999], [10.302, 12.974, 12.143]],
  "lowdin_spin": [1.155, 0.043, 0.005, 0.003, 0.000, 0.000, 0.000, 0.000, 0.001, 0.000, 0.000, 0.000, 0.000, 0.000, 0.000, 0.026, 0.014, 0.088, 0.002, 0.002, 0.000, 0.001, 0.000, 0.000, 0.000, 0.000, 0.002, 0.000, 0.000, 0.000, 0.000, 0.000, 0.021, 0.053, 0.001, 0.002, 0.328, 0.004, 0.000, 0.000, 0.000, 0.001, 0.000, 0.000, 0.000, 0.000, 0.020, 0.027, 0.018, 0.165, 0.008, 0.004, 0.002, 0.000, 0.002, 0.001, 0.000],
  "gap_ev": [7.745, 7.324],
  "lumo_energy_ev": [0.355, -0.812],
  "spin_multiplicity": 3,
  "e_tot_ev": -58872.9116,
  "charge": 0,
  "homo_energy_ev": [-7.39, -8.14]
}

---

(2)
{
  "formula": "C18H30O9S2",
  "method": "ωB97M-V/def2-TZVPD",
  "symbols": ["C", "C", "C", "C", "C", "C", "C", "C", "O", "O", "C", "O", "C", "O", "O", "H", "H", "H", "H", "H", "H", "H", "H", "H", "H", "H", "H", "H", "H", "O", "S", "O", "C", "C", "C", "C", "H", "H", "H", "H", "H", "H", "H", "H", "O", "S", "O", "C", "C", "C", "C", "H", "H", "H", "H", "H", "H", "H", "H"],
  "coordinates": [[-1.494, 0.767, -0.807], [-1.085, 0.389, -2.016], [0.367, 0.172, -2.364], [0.982, -1.014, -1.601], [0.110, -2.257, -1.823], [0.863, -3.590, -1.842], [1.101, -4.301, -0.477], [0.310, -3.792, 0.690], [0.851, -3.413, 1.710], [-1.024, -3.807, 0.581], [1.253, -0.713, -0.151], [2.357, 0.223, -0.290], [3.115, -0.354, -1.263], [4.292, -0.217, -1.367], [2.337, -1.095, -2.099], [-2.499, 0.517, -0.498], [-0.855, 1.360, -0.166], [-1.847, 0.268, -2.776], [0.921, 1.085, -2.141], [0.481, 0.009, -3.433], [-0.730, -2.233, -1.138], [-0.315, -2.129, -2.819], [0.336, -4.280, -2.494], [1.832, -3.443, -2.309], [2.143, -4.301, -0.182], [0.814, -5.346, -0.595], [-1.358, -3.808, 1.497], [1.738, -1.601, 0.256], [0.415, -0.396, 0.450], [0.245, 3.782, -3.887], [0.682, 4.401, -2.661], [-0.066, 4.251, -1.438], [2.389, 3.947, -2.370], [3.190, 5.025, -3.093], [2.494, 6.355, -2.769], [0.988, 6.145, -2.972], [2.564, 2.943, -2.749], [2.558, 3.978, -1.294], [4.232, 5.025, -2.775], [3.167, 4.847, -4.170], [2.692, 6.625, -1.731], [2.862, 7.166, -3.395], [0.388, 6.731, -2.281], [0.682, 6.353, -3.995], [-2.802, -0.161, 3.133], [-2.797, -1.586, 3.338], [-2.632, -2.487, 2.220], [-1.606, -1.986, 4.610], [-2.406, -1.902, 5.907], [-3.749, -2.586, 5.618], [-4.260, -2.044, 4.276], [-0.777, -1.285, 4.554], [-1.251, -2.998, 4.423], [-1.876, -2.379, 6.730], [-2.571, -0.856, 6.174], [-3.600, -3.665, 5.548], [-4.473, -2.407, 6.411], [-4.818, -2.786, 3.711], [-4.860, -1.146, 4.401]],
  "nbo_charge": [-0.399, -0.183, -0.472, 0.264, -0.437, -0.399, -0.521, 0.794, -0.623, -0.688, -0.125, -0.507, 0.968, -0.574, -0.512, 0.207, 0.201, 0.205, 0.222, 0.226, 0.252, 0.219, 0.214, 0.231, 0.236, 0.237, 0.520, 0.197, 0.236, -0.945, 2.169, -0.941, -0.675, -0.406, -0.401, -0.677, 0.258, 0.244, 0.228, 0.215, 0.210, 0.224, 0.252, 0.246, -0.932, 2.178, -0.974, -0.671, -0.407, -0.401, -0.676, 0.264, 0.242, 0.229, 0.217, 0.210, 0.228, 0.253, 0.251],
  "smiles": "C=CC[C@]1(CCCC(=O)O)COC(=O)O1.O=S1(=O)CCCC1.O=S1(=O)CCCC1",
  "gap_ev": 9.460,
  "lumo_energy_ev": 0.462,
  "spin_multiplicity": 1,
  "e_tot_ev": -59249.5075,
  "charge": 0,
  "homo_energy_ev": -9.00
}

---

(3)
{
  "formula": "C18H31AlCaClF3MgN3O20P3S2V",
  "method": "ωB97M-V/def2-TZVPD",
  "symbols": ["C", "C", "O", "C", "P", "C", "C", "O", "C", "O", "C", "F", "F", "F", "O", "C", "P", "C", "C", "C", "C", "P", "N", "O", "H", "H", "H", "H", "H", "H", "H", "H", "H", "H", "H", "H", "H", "H", "H", "H", "H", "H", "H", "H", "H", "H", "H", "H", "H", "H", "O", "V", "O", "Ca", "C", "C", "C", "C", "C", "C", "N", "O", "O", "H", "H", "H", "H", "H", "O", "S", "O", "O", "O", "Mg", "Cl", "N", "O", "O", "O", "Al", "O", "S", "O", "O", "O"],
  "coordinates": [[2.127, 0.432, -0.719], [0.712, 0.113, -0.158], [0.211, -1.018, -0.821], [-1.208, -1.082, -0.768], [-1.815, -2.147, -2.296], [-3.072, -3.163, -1.203], [-2.476, -4.469, -0.968], [-1.882, -4.601, 0.103], [-3.125, -0.790, -2.771], [-4.079, -0.694, -1.656], [-5.120, 0.010, -1.926], [-6.042, -0.236, -0.985], [-4.916, 1.397, -1.845], [-5.718, -0.250, -3.102], [-0.528, -1.465, -3.182], [-0.153, -2.388, -4.203], [1.086, -3.736, -3.807], [0.222, -5.247, -3.120], [2.265, -3.208, -2.485], [-1.542, -2.861, -4.794], [-1.912, -1.660, -5.738], [-1.610, -4.302, -5.979], [-3.078, -4.389, -6.579], [-2.377, -3.047, -3.676], [2.101, 1.104, -1.584], [2.756, 0.934, 0.059], [2.670, -0.471, -1.018], [0.111, 1.026, -0.346], [0.847, -0.062, 0.925], [-1.606, -0.055, -0.819], [-1.512, -1.575, 0.198], [-0.844, -3.133, -1.860], [-3.203, -2.704, -0.213], [-4.040, -3.315, -1.706], [-2.523, -5.284, -1.702], [-2.561, 0.138, -2.940], [-3.577, -1.132, -3.703], [0.320, -1.853, -5.038], [0.462, -5.402, -2.056], [0.499, -6.160, -3.663], [-0.853, -5.100, -3.282], [2.931, -2.397, -2.799], [2.902, -4.087, -2.291], [1.774, -2.981, -1.524], [-1.515, -1.834, -6.747], [-1.485, -0.718, -5.373], [-3.004, -1.563, -5.792], [-1.341, -5.533, -5.323], [-0.718, -4.091, -7.060], [-3.037, -4.287, -7.588], [3.731, 2.397, -2.708], [3.823, 3.841, -1.805], [3.816, 5.267, -0.801], [1.962, 3.989, 0.622], [0.869, 2.084, 7.845], [1.273, 1.177, 6.863], [1.510, 1.618, 5.576], [1.346, 2.962, 5.278], [0.941, 3.880, 6.242], [0.703, 3.432, 7.530], [1.615, 3.395, 3.926], [1.939, 2.529, 3.117], [1.504, 4.572, 3.625], [0.686, 1.738, 8.853], [1.409, 0.131, 7.110], [1.821, 0.911, 4.821], [0.811, 4.927, 6.004], [0.389, 4.130, 8.293], [6.196, 7.571, 0.115], [5.173, 8.599, 0.273], [5.727, 9.760, 0.961], [4.066, 8.066, 1.117], [4.598, 8.968, -1.016], [-1.048, -3.591, 1.565], [-0.371, -0.778, 7.845], [4.387, 8.126, 4.417], [3.550, 8.756, 5.065], [5.206, 7.397, 4.966], [4.415, 8.210, 3.150], [-7.061, 1.763, -2.609], [-1.924, -2.292, 5.052], [-1.300, -3.301, 5.935], [-0.347, -4.113, 5.151], [-2.342, -4.153, 6.513], [-0.592, -2.629, 7.037]],
  "mulliken_charge": [-0.944, -0.002, 0.216, -0.524, 2.523, -1.537, 0.495, -0.399, -2.018, -0.288, 1.109, -0.252, -0.316, -0.272, -0.771, -0.729, -0.097, -0.424, -0.798, 1.088, -1.818, 0.270, -0.840, -0.821, 0.443, 0.143, 0.080, 0.163, 0.195, 0.581, -0.712, -0.248, 0.458, 0.465, 0.482, 0.547, 0.779, 0.701, 0.257, 0.429, -0.297, 0.348, 0.468, 0.040, 0.671, 0.346, 0.277, 0.081, 0.147, 0.234, -0.909, 1.306, -0.827, 1.302, -0.523, -0.577, -0.300, 0.300, -0.383, -0.638, 1.234, -0.730, -0.646, 0.436, 0.702, 0.400, 0.458, 0.410, -0.536, 1.356, -0.443, -0.245, -0.532, 1.208, 0.167, 0.906, -0.582, -0.529, -0.397, 0.755, -0.723, 1.281, -0.645, -0.585, -0.399],
  "gap_ev": 2.017,
  "lumo_energy_ev": -7.168,
  "spin_multiplicity": 1,
  "e_tot_ev": -190932.9673,
  "charge": 1,
  "homo_energy_ev": -9.19
}

---

(4)
{
  "formula": "C18H31AuN3O4SV",
  "method": "ωB97M-V/def2-TZVPD",
  "symbols": ["N", "C", "O", "Au", "V", "N", "N", "C", "C", "C", "C", "C", "C", "C", "C", "H", "H", "H", "H", "H", "H", "H", "H", "H", "H", "H", "H", "H", "H", "H", "H", "H", "H", "C", "H", "H", "H", "C", "H", "H", "H", "C", "C", "C", "C", "C", "C", "C", "S", "O", "O", "O", "H", "H", "H", "H", "H", "H", "H"],
  "coordinates": [[2.177, -0.540, -1.638], [3.130, -1.231, -1.246], [4.042, -1.910, -0.926], [-0.295, 1.139, -4.012], [0.323, -0.248, -1.887], [-0.428, -1.860, -2.335], [-0.379, 1.645, -2.111], [-0.639, -3.082, -1.526], [0.392, 2.903, -1.890], [0.471, -4.091, -1.826], [-1.999, -3.712, -1.822], [-0.583, -2.744, -0.045], [-0.202, 3.989, -2.786], [0.349, 3.393, -0.451], [1.833, 2.628, -2.293], [0.438, -4.428, -2.868], [0.357, -4.969, -1.178], [1.457, -3.648, -1.630], [-2.804, -2.984, -1.667], [-2.164, -4.550, -1.134], [-2.064, -4.103, -2.843], [0.429, -2.485, 0.287], [-0.892, -3.632, 0.524], [-1.255, -1.920, 0.219], [-0.276, 3.627, -3.822], [0.436, 4.880, -2.768], [-1.207, 4.264, -2.445], [-0.671, 3.637, -0.132], [0.945, 4.315, -0.393], [0.803, 2.668, 0.232], [2.281, 1.841, -1.671], [2.413, 3.552, -2.177], [1.885, 2.312, -3.344], [-1.731, 1.606, -1.523], [-2.051, 0.557, -1.420], [-1.752, 2.063, -0.526], [-2.461, 2.134, -2.157], [-0.568, -2.058, -3.773], [-1.588, -2.392, -4.022], [-0.395, -1.105, -4.312], [0.145, -2.803, -4.166], [-1.067, 0.695, 6.890], [-0.445, 0.562, 5.531], [0.175, -0.635, 5.162], [0.741, -0.786, 3.898], [0.682, 0.277, 2.992], [0.076, 1.485, 3.348], [-0.483, 1.620, 4.616], [1.331, 0.090, 1.338], [1.957, -1.223, 1.336], [0.078, 0.155, 0.516], [2.204, 1.231, 1.115], [-1.934, 0.033, 6.993], [-0.354, 0.421, 7.675], [-1.398, 1.721, 7.063], [0.215, -1.460, 5.875], [1.225, -1.714, 3.608], [0.050, 2.311, 2.641], [-0.958, 2.559, 4.904]],
  "nbo_charge": [-0.770, 0.952, -0.313, 0.896, 1.483, -0.463, -0.625, 0.078, 0.099, -0.606, -0.618, -0.639, -0.610, -0.646, -0.632, 0.218, 0.266, 0.216, 0.226, 0.263, 0.221, 0.254, 0.258, 0.229, 0.177, 0.272, 0.235, 0.217, 0.262, 0.268, 0.250, 0.273, 0.193, -0.449, 0.227, 0.276, 0.249, -0.428, 0.265, 0.163, 0.269, -0.645, 0.055, -0.203, -0.160, -0.353, -0.119, -0.220, 2.370, -0.958, -0.919, -0.942, 0.241, 0.243, 0.228, 0.235, 0.248, 0.212, 0.229],
  "gap_ev": [3.450, 3.457],
  "e_above_lowest_kcal_mol": 22.88,
  "lumo_energy_ev": [-10.195, -10.213],
  "spin_multiplicity": 1,
  "e_tot_ev": -72023.8663,
  "charge": 2,
  "homo_energy_ev": [-13.65, -13.67]
}